[1]
Entry from the Open Molecules 2025 dataset: a molecular structure, C33H35CaCl2N4O2SbSe4 in a non-equilibrium geometry (ωB97M-V/def2-TZVPD).

Last column: Löwdin charge in e.
CARTESIAN COORDINATES (ANGSTROEM)
Ca: 0.82 0.17 -1.26  1.026
C: 1.66 -0.59 3.26  -0.116
C: 0.80 -1.69 3.64  -0.122
C: 0.02 -2.23 2.66  -0.079
C: -0.03 -1.66 1.35  -0.219
N: 0.38 -0.25 1.24  -0.065
C: 1.49 0.07 2.11  -0.152
C: -0.46 -2.38 0.22  -0.246
C: -0.94 -3.73 0.28  -0.040
C: -1.45 -4.32 -0.84  -0.115
C: -1.49 -3.65 -2.07  -0.114
C: -0.95 -2.38 -2.09  -0.180
N: -0.44 -1.78 -1.01  -0.030
H: 2.50 -0.30 3.88  0.100
H: 0.82 -2.10 4.63  0.078
H: -0.54 -3.13 2.86  0.090
H: 2.15 0.84 1.74  0.059
H: -0.90 -4.28 1.21  0.084
H: -1.82 -5.34 -0.76  0.091
H: -1.91 -4.09 -2.97  0.080
H: -0.91 -1.80 -3.00  0.114
C: -1.44 2.30 -4.37  -0.136
C: -1.15 1.95 -2.92  -0.866
O: 0.02 1.30 -2.81  -0.514
C: -2.29 1.22 -2.17  -0.122
C: -3.46 0.91 -2.85  -0.038
C: -4.50 0.18 -2.28  -0.106
C: -4.37 -0.26 -0.98  -0.100
C: -3.23 0.03 -0.25  -0.021
C: -2.20 0.76 -0.83  -0.222
O: -1.04 1.08 -0.14  -0.170
H: -0.53 2.78 -4.74  0.015
H: -2.29 2.96 -4.51  0.067
H: -1.60 1.38 -4.95  0.081
H: -3.55 1.25 -3.87  0.095
H: -5.39 -0.04 -2.86  0.088
H: -5.16 -0.84 -0.52  0.093
H: -3.15 -0.34 0.76  0.103
C: 2.29 -3.63 -2.62  -0.036
C: 2.56 -2.36 -3.36  -0.423
N: 2.07 -1.18 -3.06  0.033
C: 2.58 -0.29 -4.01  -0.131
C: 3.37 -0.96 -4.87  -0.087
N: 3.36 -2.29 -4.45  0.078
H: 1.54 -3.45 -1.86  0.050
H: 3.19 -3.99 -2.12  0.065
H: 1.92 -4.40 -3.29  0.077
H: 2.33 0.76 -3.99  0.032
H: 3.95 -0.63 -5.72  0.101
H: 3.86 -3.05 -4.86  0.141
Se: 2.17 5.91 -1.01  -0.332
Sb: 1.72 3.84 -2.19  -0.184
Se: -0.85 3.78 -1.98  0.536
Se: 2.28 3.70 -4.55  -0.234
Se: 2.93 2.00 -0.95  -0.128
C: 0.28 2.99 1.63  -0.059
C: -0.77 1.98 2.09  -0.391
C: -2.15 2.65 1.85  -0.013
C: -0.79 0.67 1.25  -0.205
C: -0.70 1.65 3.58  -0.162
C: 0.21 2.30 4.42  -0.031
C: 0.23 2.06 5.79  -0.091
C: -0.66 1.16 6.35  -0.116
C: -1.57 0.51 5.53  -0.096
C: -1.59 0.75 4.17  -0.038
H: 0.15 3.18 0.57  0.008
H: 1.31 2.67 1.78  0.054
H: 0.13 3.94 2.14  0.096
H: -2.22 2.98 0.81  0.070
H: -2.22 3.52 2.50  0.096
H: -2.98 1.98 2.08  0.081
H: -1.62 0.06 1.59  0.111
H: 0.92 2.99 3.99  0.108
H: 0.95 2.57 6.41  0.094
H: -0.65 0.96 7.42  0.087
H: -2.27 -0.21 5.96  0.094
H: -2.31 0.23 3.55  0.110
Cl: 5.97 -2.63 1.03  0.462
C: 4.73 -1.34 0.99  -0.987
Cl: 3.33 -1.76 0.03  0.628
H: 5.19 -0.46 0.57  0.027
H: 4.40 -1.17 2.01  0.016

Output
Frontier orbital gap (eV): 5.22
Net charge: -2
ΔE to the lowest compared entry with this formula, charge and spin (kcal per mole): 9.2

=====

[2]
Entry from the Open Molecules 2025 dataset: C5H10O in the gas phase in a non-equilibrium geometry (ωB97M-V/def2-TZVPD).

Last column: Löwdin charge in e.
CARTESIAN COORDINATES (ANGSTROEM)
O: -2.38 -0.01 -0.50  0.003
C: -1.14 -0.34 -0.94  -0.251
C: -0.28 -1.31 -0.31  -0.256
C: 1.08 -0.83 0.12  -0.091
C: 1.33 0.65 0.08  -0.274
C: 0.22 1.34 0.92  -0.110
H: -2.64 -0.60 0.22  0.107
H: -0.79 0.33 -1.71  0.124
H: -0.83 -2.00 0.36  0.126
H: 0.02 -1.88 -1.21  0.128
H: 1.92 -1.52 0.00  0.088
H: -0.35 0.55 1.43  0.069
H: 2.32 0.89 0.48  0.097
H: 1.37 1.09 -0.94  0.104
H: 0.66 1.98 1.69  0.070
H: -0.54 1.90 0.37  0.068

Output
Frontier orbital gap (alpha / beta) (eV): 8.43 / 7.22
ΔE to the lowest compared entry with this formula, charge and spin (kcal per mole): 96.1

=====

[3]
Entry from the Open Molecules 2025 dataset: C10H9BrCl3O4P in the gas phase in a non-equilibrium geometry (ωB97M-V/def2-TZVPD).

Last column: Löwdin charge in e.
CARTESIAN COORDINATES (ANGSTROEM)
O: -1.75 -0.50 1.21  -0.220
Cl: 2.27 2.96 1.65  0.736
Cl: -0.60 3.50 -3.98  0.696
Cl: 2.88 0.14 -1.32  0.779
Br: 2.53 0.58 3.48  0.698
O: 0.84 -0.58 1.37  -0.155
O: -0.66 -2.76 1.46  -0.237
O: -0.56 -1.29 -0.85  -0.213
C: 1.79 1.41 1.89  -1.107
C: 1.06 0.72 1.00  -0.493
C: -0.80 2.89 -1.47  -0.103
C: 1.10 1.76 -2.57  -0.094
C: -0.47 2.22 -0.29  0.005
C: -0.05 2.60 -2.61  -0.632
C: 1.47 1.07 -1.44  -0.612
C: 0.64 1.33 -0.25  -0.248
C: -1.10 -2.82 2.82  -0.108
C: -0.90 -2.54 -1.41  -0.103
P: -0.58 -1.27 0.78  0.533
H: -1.54 3.55 -1.67  0.055
H: 1.66 1.72 -3.46  0.091
H: -0.98 2.46 0.72  0.164
H: -0.66 -3.67 3.36  0.086
H: -0.82 -1.85 3.39  0.120
H: -2.17 -3.01 2.84  0.086
H: -0.85 -2.41 -2.47  0.092
H: -1.75 -3.04 -1.01  0.076
H: 0.00 -3.19 -1.17  0.109

Output
Frontier orbital gap (eV): 9.12
Structure (SMILES): COP(=O)(OC)O/C(=C(/Cl)Br)c1ccc(Cl)cc1Cl

=====

[4]
Entry from the Open Molecules 2025 dataset: 2 unconnected molecules or ions with the total composition C19H20F4N in a non-equilibrium geometry (ωB97M-V/def2-TZVPD).

Last column: Löwdin charge in e.
CARTESIAN COORDINATES (ANGSTROEM)
F: 0.45 -4.49 2.95  0.067
C: 0.62 -4.00 1.68  -0.203
C: 1.24 -4.81 0.74  0.124
C: 1.36 -4.29 -0.55  -0.203
F: 1.98 -5.06 -1.51  0.069
C: 0.89 -3.04 -0.91  0.068
C: 0.24 -2.24 0.06  -0.200
C: -0.37 -0.99 -0.31  0.018
C: -1.29 -0.30 0.50  -0.045
C: -1.95 0.85 0.10  0.069
C: -2.85 1.59 0.93  -0.187
C: -3.57 2.70 0.42  0.075
C: -4.38 3.44 1.26  -0.204
F: -5.06 4.52 0.75  0.067
C: -4.56 3.13 2.61  0.127
C: -3.87 2.02 3.09  -0.202
F: -4.04 1.66 4.41  0.067
C: -3.03 1.24 2.30  0.075
C: 0.16 -2.72 1.40  0.075
H: 1.63 -5.79 1.00  0.151
H: 1.00 -2.67 -1.93  0.125
H: -0.30 -0.69 -1.37  0.134
H: -1.52 -0.72 1.49  0.103
H: -1.79 1.23 -0.92  0.139
H: -3.45 2.96 -0.63  0.139
H: -5.22 3.71 3.25  0.151
H: -2.51 0.39 2.74  0.126
H: -0.27 -2.10 2.19  0.130
C: 3.83 1.52 -1.21  -0.051
C: 2.48 0.88 -1.50  -0.691
C: 1.52 1.92 -2.08  -0.044
C: 2.68 -0.26 -2.49  -0.048
N: 1.97 0.43 -0.21  0.097
H: 4.53 0.78 -0.81  0.087
H: 4.27 1.96 -2.12  0.093
H: 3.71 2.31 -0.47  0.088
H: 0.53 1.49 -2.26  0.065
H: 1.42 2.76 -1.38  0.092
H: 1.90 2.31 -3.03  0.096
H: 1.75 -0.80 -2.67  0.055
H: 3.06 0.12 -3.45  0.095
H: 3.41 -0.97 -2.10  0.091
H: 0.96 0.41 -0.10  0.023
H: 2.43 -0.41 0.12  0.096

Output
Frontier orbital gap (eV): 5.79
Net charge: +1
ΔE to the lowest compared entry with this formula, charge and spin (kcal per mole): 31.0

=====

[5]
Entry from the Open Molecules 2025 dataset: C4H6N2O in the gas phase in a non-equilibrium geometry (ωB97M-V/def2-TZVPD).

Last column: Löwdin charge in e.
CARTESIAN COORDINATES (ANGSTROEM)
C: -1.99 -0.59 0.09  -0.075
C: -0.70 0.03 -0.17  -0.411
C: -0.25 1.22 -0.03  -0.067
C: 1.44 -0.25 0.08  -0.512
H: -2.68 0.17 -0.09  0.040
H: -2.29 -1.52 -0.58  0.118
H: -2.00 -1.04 1.16  0.110
H: -0.77 2.19 -0.24  0.135
H: 2.03 1.76 0.16  0.186
H: 2.92 -1.52 -0.36  0.178
N: 1.20 1.09 0.04  0.098
N: 0.35 -0.94 -0.09  0.141
O: 2.74 -0.59 0.03  0.060

Output
Frontier orbital gap (eV): 9.32
ΔE to the lowest compared entry with this formula, charge and spin (kcal per mole): 37.9
Structure (SMILES): Cc1c[nH]c(O)n1

=====

[6]
Entry from the Open Molecules 2025 dataset: a gas-phase ion, C7H7N2O2S (charge +1) in a non-equilibrium geometry (ωB97M-V/def2-TZVPD).

Last column: Löwdin charge in e.
CARTESIAN COORDINATES (ANGSTROEM)
C: -1.62 0.53 -2.58  -0.132
C: -2.69 -0.09 -2.16  -0.302
C: -0.52 0.50 -1.69  -0.320
C: -0.92 -0.16 -0.50  -0.256
C: 2.48 -0.50 3.01  0.124
C: 1.22 -0.70 2.63  -0.068
C: -0.55 -0.39 1.04  -0.369
N: 0.68 0.87 -2.07  0.238
N: 0.78 -0.21 1.40  -0.153
O: -1.36 -0.91 1.77  0.069
O: 1.59 0.29 0.56  0.033
S: -2.51 -0.77 -0.55  1.217
H: -1.57 1.12 -3.63  0.194
H: -3.68 -0.21 -2.65  0.117
H: 2.86 -0.86 3.95  0.081
H: 3.24 -0.03 2.49  0.057
H: 0.38 -1.00 3.29  0.144
H: 0.70 1.56 -2.88  0.180
H: 1.50 0.96 -1.41  0.147

Output
Frontier orbital gap (alpha / beta) (eV): 8.12 / 5.69
Net charge: +1
ΔE to the lowest compared entry with this formula, charge and spin (kcal per mole): 59.0
Structure (SMILES): C=C[N+](=O)C(=O)c1sccc1N

=====

| no. | energy (eV) |
| --- | --- |
| 1 | -356257.455 |
| 2 | -7390.597 |
| 3 | -135604.933 |
| 4 | -32379.262 |
| 5 | -9271.859 |
| 6 | -25271.653 |